Entry 1:
Below is 2 unconnected molecules or ions with the total composition C3H8BrN2, with properties calculated with ωB97M-V with the def2-TZVPD basis set.

Structure (XYZ):
```
14
Properties=species:S:1:pos:R:3:forces:R:3:nbo_charge:R:1
C 0.4725 -0.1230 -0.4372 -0.89 -2.31 -0.92 0.744
C -0.2431 -2.0187 0.5488 -0.38 -0.68 4.53 -0.435
C 1.2846 2.0725 0.0668 0.82 2.66 -0.13 -0.470
N 0.0654 -1.2826 -0.5815 -0.56 -4.13 -4.55 -0.571
N 0.4792 0.8956 0.0438 1.81 5.22 0.24 -0.232
Br 4.0749 -0.1654 0.1348 -3.36 -2.47 0.71 -0.169
H -1.1044 -2.6689 0.6449 -0.90 0.63 -1.13 0.263
H 0.4961 -2.7223 0.8370 1.43 -0.45 0.07 0.223
H -0.2851 -1.2632 1.3469 -0.30 -0.68 0.22 0.223
H 0.7377 2.8084 0.6526 0.15 0.10 -0.03 0.247
H 1.3874 2.5099 -0.9874 -0.39 -0.94 1.37 0.266
H 2.3194 1.9917 0.4788 -1.04 -0.61 -0.23 0.264
H 0.0928 -1.8506 -1.4565 0.08 1.38 0.50 0.469
H 2.6218 -1.2002 0.4653 3.53 2.28 -0.65 0.177
```
Forces are in eV/Å.

E_tot = -2802.2474 Ha
Strongest force on any atom = 6.17 eV/A
ΔE to the lowest compared entry with this formula, charge and spin = 412.5 kJ/mol
Charge = +1
HOMO level = -14.6 eV
Kohn-Sham gap = 9.56 eV

=====

Entry 2:
Below is a molecular structure, C38H55NP2PdSSi, with properties calculated with ωB97M-V with the def2-TZVPD basis set.

Structure (XYZ):
```
99
Properties=species:S:1:pos:R:3:forces:R:3:lowdin_spin:R:1
Pd 0.1389 -0.2232 -0.9418 0.36 -0.58 -1.72 0.858
C 1.0828 2.8763 -2.0219 0.32 -0.82 0.17 0.048
Si 0.1284 2.0738 -0.5609 1.14 1.50 -1.52 0.181
C 1.0712 2.5469 0.9641 0.96 -0.59 0.71 0.031
C 0.8416 3.7019 1.7549 0.93 -0.88 -0.86 0.011
C 1.5524 3.9037 2.9070 1.02 -1.18 0.28 0.001
C 2.5299 2.9409 3.2671 0.20 0.49 1.17 0.010
C 2.8242 1.8226 2.5081 -0.53 0.54 -1.05 0.001
C 2.1006 1.6020 1.3102 -1.06 1.56 0.64 0.015
P 2.2596 0.2002 0.1798 0.25 -1.21 1.05 0.149
C 3.9256 0.3077 -0.6311 -0.10 0.72 -1.09 0.030
C 5.1574 0.3659 0.3006 -0.83 -1.05 1.49 0.010
C 6.2874 -0.4771 -0.2582 0.73 0.02 -0.77 0.002
C 6.4778 -0.1668 -1.7710 1.15 0.18 -0.32 0.000
C 5.2581 -0.4819 -2.6865 0.12 -0.33 -0.21 0.000
C 4.0342 -0.7444 -1.7959 -0.65 0.05 -0.14 0.003
C 2.3548 -1.2385 1.3540 1.74 -0.01 0.05 0.037
C 3.0783 -2.4876 0.7454 -1.18 -0.16 -1.18 0.003
C 2.9698 -3.6729 1.6795 0.84 -0.82 -0.06 0.001
C 1.5319 -4.0442 1.9452 -0.66 0.53 0.28 0.000
C 0.8216 -2.8863 2.6606 0.29 0.74 -1.17 0.001
C 0.9539 -1.5565 1.7896 -2.04 -0.97 0.52 0.016
C -1.4728 3.0007 -0.6568 -1.25 0.18 -0.67 0.029
C -1.6244 4.3750 -0.7480 -2.25 0.50 -0.34 0.006
C -2.8921 4.9301 -1.0047 -0.13 -1.00 -0.06 0.002
C -4.0583 4.1309 -1.0319 1.78 0.79 -0.16 0.000
C -3.9262 2.7701 -0.8997 0.95 -0.25 0.24 0.002
C -2.6440 2.2189 -0.8586 1.49 -0.43 1.06 0.008
P -2.1707 0.4457 -0.6591 -0.20 0.21 0.13 0.205
C -2.6526 0.0662 1.0796 -1.29 -2.85 0.35 0.030
C -2.0385 1.0675 2.0610 0.74 -0.01 1.01 -0.001
C -2.7367 1.0994 3.4680 0.30 0.82 0.39 0.000
C -3.3297 -0.2231 3.8754 0.04 -0.18 -0.47 0.000
C -4.3090 -0.6940 2.8235 -1.91 -0.46 -0.32 0.003
C -4.1925 -0.0622 1.4299 0.97 0.84 -0.41 0.012
C -2.7989 -0.4966 -2.1425 0.02 0.14 -0.41 0.050
C -4.0174 -0.0127 -2.9161 -1.22 -1.25 0.12 0.011
C -4.3522 -1.0104 -4.0770 0.13 0.58 -0.52 0.005
C -4.5251 -2.5188 -3.7581 2.26 1.52 2.20 0.001
C -3.2545 -2.9353 -2.9019 -0.60 0.09 0.63 0.003
C -2.9330 -1.9578 -1.7380 -0.56 -1.34 0.03 0.010
H 0.3945 2.8728 -2.8744 0.28 0.06 -0.02 0.001
H 2.0166 2.2991 -2.2882 -0.90 0.81 0.24 0.001
H 1.2919 3.9004 -1.7181 0.33 0.21 -0.30 0.012
H 0.2851 4.5075 1.3322 -0.90 0.25 0.04 0.002
H 1.4036 4.7810 3.5108 0.03 0.19 0.15 0.000
H 3.1191 3.0743 4.2001 -0.53 0.06 -0.72 0.001
H 3.6528 1.2026 2.7999 0.08 -0.30 0.11 0.000
H 3.9102 1.3317 -1.0650 -0.30 -0.61 -0.35 0.000
H 4.8549 -0.1444 1.2490 0.39 0.68 -0.29 0.001
H 5.4412 1.4104 0.5365 -0.11 -0.58 -0.22 0.000
H 6.0178 -1.5459 -0.1394 0.35 0.48 0.03 0.000
H 7.2495 -0.2765 0.2981 -0.99 -0.31 -0.57 0.001
H 7.3954 -0.6922 -2.1456 -0.80 0.36 0.28 0.000
H 6.7213 0.9044 -1.8543 -0.05 -0.18 0.07 0.000
H 5.5130 -1.3487 -3.3383 -0.42 0.22 0.69 0.000
H 5.0363 0.2985 -3.4479 0.27 -0.03 0.82 0.000
H 4.0382 -1.7841 -1.4484 0.35 0.44 0.25 0.000
H 3.0831 -0.7444 -2.3487 0.29 0.36 -0.17 0.001
H 2.9416 -0.8779 2.2424 -0.40 -0.40 -0.58 0.004
H 4.1052 -2.3330 0.3832 -0.30 0.27 0.70 0.000
H 2.5272 -2.8146 -0.1779 0.23 0.51 0.50 0.001
H 3.4436 -3.3825 2.6155 0.20 -0.23 0.35 0.000
H 3.5233 -4.5586 1.2732 -0.33 0.78 0.24 0.000
H 1.4299 -4.9749 2.5064 0.14 0.06 0.10 0.000
H 0.9909 -4.1850 1.0098 0.15 -0.20 -0.29 0.000
H 1.1802 -2.7487 3.6730 0.44 0.21 0.23 0.001
H -0.2207 -3.1360 2.7704 -0.59 0.06 -0.06 0.000
H 0.5106 -0.7015 2.3497 0.37 -0.45 -0.23 0.000
H 0.2599 -1.6568 0.8659 1.03 -0.16 1.16 0.012
H -0.8827 5.1240 -0.6773 1.31 0.19 0.17 0.001
H -2.9380 5.9877 -1.2054 -0.23 0.22 0.13 0.000
H -4.9998 4.5788 -1.2180 -0.82 0.35 0.12 0.000
H -4.7685 2.1614 -0.6874 -0.79 -0.59 -0.49 0.001
H -2.2160 -0.9921 1.2319 -0.48 1.45 -0.13 0.005
H -2.2208 2.0340 1.6024 0.47 0.39 0.20 0.000
H -0.9243 0.9132 2.2603 -1.42 0.20 -0.74 0.000
H -3.4512 1.9239 3.5529 -0.32 -0.20 -0.44 0.000
H -2.0188 1.3883 4.2377 0.40 -0.04 -0.21 0.000
H -3.8004 -0.2559 4.8684 0.29 0.28 -0.25 0.000
H -2.4966 -0.9106 3.8831 0.32 -0.46 0.26 0.000
H -5.3474 -0.5365 3.1476 0.13 0.33 0.14 0.001
H -4.3044 -1.7800 2.7544 0.41 -0.22 -0.28 0.000
H -4.5881 0.9813 1.4135 0.09 -0.62 0.22 0.000
H -4.7875 -0.6154 0.6766 0.51 0.09 0.37 0.001
H -1.9719 -0.3849 -2.8994 -0.35 -0.21 1.02 0.005
H -3.9415 0.9515 -3.3845 0.69 0.52 -0.15 0.000
H -4.8907 0.1128 -2.3021 -0.54 -0.23 0.78 0.000
H -3.4607 -0.8200 -4.7019 -0.55 -0.61 -0.49 0.000
H -5.2582 -0.6043 -4.5730 0.59 -0.24 -0.02 0.001
H -4.5557 -3.2036 -4.5590 -0.15 -0.26 -1.47 0.000
H -5.4453 -2.6550 -3.2012 -0.11 -0.08 0.42 0.000
H -2.3256 -3.0482 -3.4513 -0.14 0.12 -0.78 0.002
H -3.4262 -3.9233 -2.4521 -0.02 0.18 -0.07 0.000
H -2.0515 -2.3342 -1.1831 -0.17 0.29 -0.44 0.006
H -3.7638 -2.1304 -1.0442 -0.11 0.63 0.24 0.001
S 0.2802 -1.7733 -3.0086 0.17 1.64 0.40 0.118
C 0.4071 -3.1485 -2.1191 0.80 -4.22 0.38 0.017
N 0.5802 -4.2737 -1.7751 -0.59 2.91 -0.13 0.019
```
Forces are in eV/Å.

Expectation value of S² = 2.01
E_tot = -3033.9382 Ha
Strongest force on any atom = 4.32 eV/A
Charge = 0
2S+1 = 3
HOMO level (alpha / beta) = -4.7 / -8.0 eV
Kohn-Sham gap (alpha / beta) = 5.25 / 6.18 eV

=====

Entry 3:
Below is a molecular structure, C29H23CoN6O4S, with properties calculated with ωB97M-V with the def2-TZVPD basis set.

Structure (XYZ):
```
64
Properties=species:S:1:pos:R:3:forces:R:3:nbo_charge:R:1
Co 0.3367 1.2308 -1.2345 0.77 -0.16 -0.23 1.022
O 0.4849 4.0608 1.5894 0.03 -0.09 -0.05 -0.719
C 0.6027 3.0820 0.8317 0.01 0.04 0.14 0.582
N -0.1037 2.7268 -0.2141 -0.52 0.33 0.17 -0.615
C -1.2118 3.5330 -0.7142 0.11 -0.10 -0.11 -0.261
C -1.6232 2.9429 -2.0562 0.27 -0.15 0.04 0.272
C -2.7975 3.1835 -2.7087 -0.11 0.05 -0.17 -0.449
C -3.1761 2.2142 -3.7170 -0.01 0.10 0.08 -0.179
C -2.3102 1.3148 -4.2095 0.04 -0.08 -0.04 -0.270
C -0.8643 1.4563 -3.8220 0.02 0.05 0.11 -0.146
N -0.7262 2.0413 -2.5025 -0.35 0.11 -0.17 -0.630
C 1.6838 2.0468 1.0861 -0.03 0.05 0.03 0.160
C 2.4420 2.0866 2.2440 0.05 0.06 0.08 -0.227
C 3.3925 1.1073 2.4643 -0.02 0.03 0.02 -0.172
C 3.5693 0.1279 1.5004 0.04 -0.02 -0.04 -0.258
C 2.7782 0.1650 0.3655 0.09 -0.08 -0.12 0.051
N 1.8408 1.0885 0.1553 -0.11 -0.08 0.24 -0.453
H -0.8979 4.5750 -0.8281 -0.02 0.05 0.00 0.203
H -2.0513 3.5223 -0.0147 -0.04 -0.04 0.00 0.209
H -3.5141 3.8951 -2.3206 0.00 -0.05 0.01 0.197
H -4.2199 2.1618 -4.0129 0.02 0.00 0.00 0.192
H -2.5942 0.5136 -4.8818 -0.02 0.04 0.06 0.207
H -0.3308 2.0805 -4.5734 -0.04 0.04 0.01 0.164
H 2.2503 2.8905 2.9420 -0.02 0.00 -0.03 0.247
H 3.9874 1.1045 3.3696 -0.01 0.01 -0.01 0.209
H 4.3039 -0.6573 1.6194 -0.01 0.00 -0.02 0.213
H 2.9084 -0.5783 -0.4126 -0.05 0.01 0.05 0.192
C -1.5763 -0.0496 6.1501 0.00 0.01 -0.05 -0.625
C -1.6584 -0.2265 4.6550 0.01 0.02 0.03 -0.037
C -2.1716 -1.3954 4.1036 0.00 -0.01 0.00 -0.230
C -2.2850 -1.5479 2.7266 0.07 -0.04 0.02 -0.194
C -1.8706 -0.5250 1.8902 -0.03 0.08 0.00 -0.339
C -1.3750 0.6579 2.4234 -0.03 -0.04 0.04 -0.197
C -1.2624 0.7988 3.7961 -0.01 0.01 0.00 -0.163
S -2.0252 -0.6558 0.1155 0.15 -0.12 0.07 2.340
O -2.6858 -1.9201 -0.1248 -0.01 0.00 0.00 -0.982
O -2.6723 0.5592 -0.2827 0.00 0.08 -0.06 -0.938
N -0.5363 -0.6408 -0.4933 -0.12 -0.42 0.05 -0.971
C 0.1775 -1.8114 -0.5643 0.02 0.11 -0.15 0.177
C 0.0533 -2.8533 0.3619 0.11 0.08 -0.16 -0.195
C 0.7991 -4.0306 0.3137 -0.12 0.03 0.10 -0.186
C 1.7248 -4.2432 -0.6651 0.09 -0.08 -0.01 -0.260
C 1.9172 -3.2544 -1.6436 -0.19 0.24 0.08 -0.091
C 2.8588 -3.4647 -2.6721 0.02 -0.14 0.06 -0.105
C 3.0488 -2.5337 -3.6380 0.11 0.10 -0.23 -0.275
C 2.2936 -1.3632 -3.5863 0.20 -0.09 -0.31 0.121
N 1.4133 -1.1388 -2.6367 -0.20 0.00 0.17 -0.090
C 1.1567 -2.0448 -1.6152 -0.04 -0.16 0.18 0.196
H -1.4586 -1.0081 6.6579 0.00 0.02 -0.01 0.208
H -2.4865 0.4191 6.5331 0.02 -0.01 0.00 0.215
H -0.7375 0.5914 6.4245 -0.01 -0.02 0.00 0.213
H -2.4922 -2.1984 4.7598 0.00 0.02 -0.01 0.200
H -2.6960 -2.4524 2.2937 0.00 0.04 0.01 0.236
H -1.1113 1.4650 1.7540 0.06 0.05 -0.02 0.253
H -0.8755 1.7278 4.2033 -0.01 -0.04 -0.01 0.206
H -0.6558 -2.7307 1.1600 -0.05 -0.01 0.07 0.220
H 0.6390 -4.7860 1.0741 -0.03 0.04 0.02 0.209
H 2.3111 -5.1523 -0.7079 0.00 0.02 -0.02 0.205
H 3.4240 -4.3896 -2.6754 -0.03 0.02 0.04 0.213
H 3.7628 -2.6746 -4.4368 -0.04 0.05 0.00 0.226
H 2.3743 -0.5662 -4.3076 0.06 -0.03 -0.01 0.241
O -0.1318 -0.6842 -4.7330 -0.02 0.06 0.02 -0.678
C -0.0827 0.1445 -3.8307 0.09 0.03 0.01 0.668
N 0.7328 0.0615 -2.7282 -0.15 -0.04 0.04 -0.534
```
Forces are in eV/Å.

Expectation value of S² = 0.77
E_tot = -3529.4462 Ha
Strongest force on any atom = 0.82 eV/A
ΔE to the lowest compared entry with this formula, charge and spin = 51.8 kJ/mol
Charge = -1
2S+1 = 2
HOMO level (alpha / beta) = -3.1 / -3.2 eV
Kohn-Sham gap (alpha / beta) = 4.78 / 4.87 eV

=====

Entry 4:
Below is 2 unconnected molecules or ions with the total composition C4H12S, with properties calculated with ωB97M-V with the def2-TZVPD basis set.

Structure (XYZ):
```
17
Properties=species:S:1:pos:R:3:forces:R:3:nbo_charge:R:1
C -0.7708 1.6352 -1.8428 0.32 0.19 -0.16 -0.606
C -1.1412 2.9967 -1.2442 -0.43 -0.16 -0.50 -0.608
H -1.4323 1.2556 -2.6183 -0.28 0.16 0.05 0.205
H -0.6353 0.8459 -1.1056 -0.15 0.04 0.16 0.199
H 0.1975 1.7766 -2.3271 0.08 -0.21 -0.01 0.201
H -1.0363 3.7583 -2.0194 0.44 0.12 0.17 0.203
H -2.1782 3.1441 -0.9337 0.03 -0.55 0.27 0.203
H -0.4806 3.1779 -0.4016 -0.01 0.40 0.02 0.204
C 0.8266 -1.9335 0.2758 -1.05 -0.39 1.84 -0.625
C 0.6039 -1.7347 1.8109 1.23 -1.17 -0.44 -0.478
S 0.7065 -3.3927 2.6796 0.09 0.75 0.22 -0.092
H 1.4176 -2.8328 0.1393 0.47 0.27 -0.26 0.222
H 1.2659 -1.0185 -0.1025 -0.10 -0.11 -0.59 0.215
H -0.1693 -2.1815 -0.0922 0.15 0.38 -0.71 0.207
H 1.4607 -1.2062 2.2184 -0.28 0.37 0.11 0.210
H -0.3359 -1.2380 2.0155 0.00 0.06 0.23 0.211
H 1.7013 -3.0522 3.5477 -0.51 -0.16 -0.41 0.130
```
Forces are in eV/Å.

E_tot = -557.7553 Ha
Strongest force on any atom = 2.15 eV/A
ΔE to the lowest compared entry with this formula, charge and spin = 39.7 kJ/mol
Charge = 0
HOMO level = -9.1 eV
Kohn-Sham gap = 9.93 eV

=====

Q: What is the charge in the fourth record?
A: 0

=====

Q: Which of these has the lowest charge?
A: C29H23CoN6O4S

=====

Q: Which value of strongest force on any atom does entry 2 give?
A: 4.32 eV/A

=====

Q: What is the formula in the second record?
A: C38H55NP2PdSSi